1.
Here is C21H13F9N4OPt as an isolated structure in a non-equilibrium geometry from the OMol25 dataset. Energies are from ωB97M-V with the def2-TZVPD basis set.

- ⟨S²⟩ = 6.059
- spin multiplicity = 5
- energy above the lowest of the compared OMol25 structures with the same formula, charge and spin (kcal per mole) = 21.99
- F_max (hartree/bohr) = 0.069
- HOMO (alpha / beta) (eV) = -14.626 / -15.382
- Kohn-Sham gap (alpha / beta) (eV) = 6.6355 / 5.2014
- net charge = +2

Atoms and positions in Å:
Pt1 -0.5377 -0.2137 -0.6230
C1 4.5635 -1.9937 -2.0727
C2 4.2729 -2.8739 -0.9874
C3 3.2039 -2.6556 -0.2385
C4 2.2849 -1.5654 -0.4834
C5 2.5776 -0.8092 -1.6221
C6 3.7478 -0.9580 -2.3515
N1 1.1326 -1.2321 0.1580
C7 0.9128 -1.5762 1.4566
C8 1.9671 -1.7625 2.3514
C9 1.7189 -1.9629 3.6885
C10 0.3754 -2.0836 4.1831
C11 -0.6633 -1.8221 3.3740
C12 -0.3983 -1.5383 2.0011
N2 -1.3927 -1.1455 1.0930
N3 -2.5789 -1.3360 1.1736
C13 -3.3491 -0.8678 0.0638
C14 -4.7654 -0.9254 0.1227
C15 -5.3774 -0.3115 -0.9344
C16 -4.6790 0.3536 -1.9010
C17 -3.2839 0.2673 -1.9465
N4 -2.6531 -0.3486 -0.9453
H1 5.4578 -2.1936 -2.6493
H2 4.9298 -3.6441 -0.7152
H3 2.9881 -3.2548 0.6354
H4 1.9393 0.0230 -1.9614
H5 4.0840 -0.3110 -3.1694
H6 2.9268 -1.6602 1.9763
H7 2.5521 -1.9493 4.3711
H8 0.2647 -2.2608 5.2366
H9 -1.7469 -1.7806 3.6820
H10 -5.3669 -1.3080 1.0173
H11 -6.4719 -0.3166 -0.8456
H12 -5.2135 0.9500 -2.6021
H13 -2.6926 0.6972 -2.7701
F1 2.2882 2.7992 -0.8631
C18 1.3575 3.4324 -0.1155
F2 1.5875 3.1884 1.1079
F3 1.4840 4.6946 -0.4205
C19 -0.0239 2.8201 -0.4325
O1 0.0042 1.5835 0.1178
C20 -0.3358 2.7950 -1.9433
F4 0.2872 1.7102 -2.3916
F5 -1.6727 2.6393 -2.1514
F6 0.0531 3.8712 -2.5497
C21 -1.1704 3.5365 0.3230
F7 -0.8137 3.8762 1.5289
F8 -2.2790 2.8200 0.4179
F9 -1.4957 4.6032 -0.3938

---

2.
Here is C34H55CdClN3OP2 as an isolated structure in a non-equilibrium geometry from the OMol25 dataset. Energies are from ωB97M-V with the def2-TZVPD basis set.

- F_max (hartree/bohr) = 0.126
- HOMO (eV) = -8.289
- Kohn-Sham gap (eV) = 5.6025
- net charge = +1

Atoms and positions in Å:
C1 -2.5983 -1.3343 -0.8310
C2 -0.7994 -2.4034 0.2900
C3 -3.2636 -2.5507 -1.0207
C4 -1.3639 -3.6790 -0.0725
C5 -2.6055 -3.7279 -0.6709
H1 -4.2609 -2.5498 -1.4604
H2 -0.7959 -4.5737 0.1708
H3 -3.0750 -4.6935 -0.8417
N1 -1.4389 -1.2514 -0.1799
P1 -1.8975 1.2394 -1.7476
P2 0.6966 -0.8522 2.1083
C6 -3.1883 -0.0362 -1.4057
H4 -3.7528 -0.2484 -2.3323
H5 -3.9188 0.3901 -0.6964
C7 0.1724 -2.3254 1.3176
H6 0.9968 -3.2604 1.2991
C8 2.5924 -0.6880 2.5052
C9 -0.2706 -1.5165 3.5936
C10 -1.1786 0.7483 -3.4363
C11 -2.7987 2.8924 -1.7886
C12 3.1802 0.4722 1.6787
H7 2.6797 1.4191 1.9095
H8 4.2445 0.5698 1.9338
H9 3.1122 0.2998 0.6039
C13 2.7917 -0.3339 3.9822
H10 2.2539 0.5847 4.2530
H11 2.4987 -1.1441 4.6582
H12 3.8651 -0.1466 4.1417
C14 3.3060 -1.9743 2.1466
H13 4.3682 -1.8703 2.4404
H14 2.9210 -2.8501 2.6856
H15 3.2590 -2.1627 1.0630
C15 -0.3591 -0.3958 4.6292
H16 -0.5351 0.5798 4.1605
H17 -1.2125 -0.6126 5.2816
H18 0.5408 -0.3380 5.2469
C16 -1.6945 -1.8826 3.1215
H19 -2.1632 -1.0513 2.5898
H20 -1.7011 -2.7681 2.4781
H21 -2.2829 -2.1196 4.0093
C17 0.4321 -2.7911 4.1284
H22 0.9055 -3.3997 3.3511
H23 1.1757 -2.5551 4.8948
H24 -0.3392 -3.4204 4.5875
C18 -1.8227 3.9801 -2.2777
H25 -2.3377 4.9499 -2.2274
H26 -0.9302 4.0424 -1.6392
H27 -1.4988 3.8296 -3.3148
C19 -3.2490 3.2456 -0.3597
H28 -3.9505 2.5054 0.0481
H29 -2.4073 3.3602 0.3345
H30 -3.7745 4.2139 -0.4049
C20 -4.0512 2.8300 -2.6782
H31 -4.6756 1.9577 -2.4484
H32 -4.6469 3.7305 -2.4792
H33 -3.8140 2.8261 -3.7463
C21 -1.0199 -0.7735 -3.5047
H34 -1.9883 -1.2914 -3.5117
H35 -0.4988 -1.0319 -4.4418
H36 -0.4231 -1.1654 -2.6677
C22 0.2501 1.3842 -3.5560
H37 0.9296 0.9273 -2.8399
H38 0.6242 1.1847 -4.5614
H39 0.2354 2.4602 -3.3864
C23 -2.0566 1.2148 -4.5975
H40 -3.0862 0.8461 -4.5077
H41 -2.0656 2.3072 -4.7183
H42 -1.6390 0.8000 -5.5282
Cd1 -0.1726 0.8670 0.1665
C24 -1.6560 1.1825 1.8151
O1 -2.4648 1.5841 2.5497
N2 1.4859 -0.3245 -0.9752
C25 1.9824 -1.3801 -1.1692
C26 2.5283 -2.7264 -1.5773
C27 2.4998 -4.0033 -0.7089
C28 1.7083 -2.9850 -2.8221
C29 3.9242 -2.1828 -1.7736
H43 2.9888 -3.8884 0.2575
H44 1.4913 -4.4052 -0.5740
H45 3.0725 -4.7517 -1.2840
H46 1.5866 -2.0521 -3.3808
H47 2.2002 -3.7165 -3.4529
H48 0.7083 -3.3551 -2.5593
H49 4.6829 -2.9305 -1.6112
H50 3.9476 -1.7545 -2.7729
H51 4.1305 -1.3569 -1.0725
Cl1 1.0202 5.0096 4.2240
C30 1.1551 4.5784 2.5761
C31 1.8122 5.4082 1.6680
C32 1.9128 4.9882 0.3443
C33 1.3628 3.7604 -0.0288
N3 0.7224 2.9654 0.8575
C34 0.6042 3.3669 2.1493
H52 2.2276 6.3493 2.0093
H53 2.4080 5.5923 -0.4104
H54 1.4468 3.4085 -1.0649
H55 0.0822 2.7301 2.8592

---

> Which value of net charge does entry 1 give?

+2